No. 1
C74H189N11O30 | ωB97M-V/def2-TZVPD

```
304
Properties=species:S:1:pos:R:3:forces:R:3:mulliken_charge:R:1
C -0.5748 -5.2349 -6.4711 1.9 0.0 0.1 -0.39
O 0.7968 -4.9178 -6.9187 -1.0 0.6 -0.6 -0.50
C 1.5115 -3.9504 -6.1415 -0.1 -0.9 0.6 -0.09
C 1.9774 -4.7180 -4.8738 -0.4 1.2 0.8 -0.31
N 2.6042 -3.9169 -3.8326 0.7 1.4 -0.9 -0.11
C 2.0034 -2.6744 -3.3438 1.3 -0.3 0.3 -0.04
C 3.0966 -1.9523 -2.4446 0.2 -1.1 -0.1 0.31
O 4.1472 -1.3969 -3.2132 -0.7 2.2 -1.6 -0.56
C 4.9488 -0.3639 -2.6144 0.1 -1.4 -0.8 -0.68
H -1.3268 -5.2480 -7.2600 0.5 0.2 -0.4 0.36
H -0.9093 -4.5166 -5.7227 0.0 -0.1 0.2 -0.14
H -0.4466 -6.2448 -6.0815 -0.7 0.0 0.4 0.35
H 0.8802 -3.0857 -5.9371 -0.3 0.0 0.4 -0.02
H 2.3484 -3.5349 -6.7028 0.1 -0.4 -0.3 0.36
H 2.6809 -5.5018 -5.1544 -0.2 -0.1 -0.1 0.35
H 1.0586 -5.1453 -4.4721 -0.3 -0.6 0.0 0.14
H 2.9687 -4.3873 -3.0165 -0.1 -0.3 -0.3 -0.10
H 1.0681 -2.9023 -2.8324 -0.2 0.1 1.0 -0.55
H 1.6271 -2.0027 -4.1153 0.6 0.1 -0.5 0.96
H 3.7154 -2.6528 -1.8839 -1.2 -0.7 0.7 0.04
H 2.6139 -1.2877 -1.7281 0.0 0.6 -0.1 -0.03
H 5.5661 -0.9281 -1.9153 0.2 0.8 0.7 0.19
H 4.4494 0.5365 -2.2565 -0.6 -0.4 0.7 0.22
H 5.5857 0.0511 -3.3955 0.2 -0.4 -0.2 0.31
C 6.2160 -3.2373 0.6087 0.5 -1.3 0.1 -1.09
O 5.1181 -2.4317 0.8512 -1.0 1.6 0.0 0.23
C 4.7262 -2.3617 2.2168 1.3 -0.5 1.0 -0.54
C 5.6088 -1.5221 3.1252 0.3 1.8 -0.3 -0.73
N 5.5498 -0.0892 2.7772 -1.3 -1.2 -1.3 0.16
C 6.2715 0.8075 3.6068 2.6 -0.9 -0.6 -0.27
C 7.8507 0.8005 3.2607 -1.5 0.1 -0.3 -0.86
O 8.0791 1.0623 1.8536 -0.7 0.1 0.9 -0.26
C 9.4103 1.4392 1.6673 0.7 -0.1 -0.5 -0.85
H 6.5711 -3.2522 -0.4217 -0.6 0.6 -0.2 0.30
H 5.8925 -4.2584 0.8103 0.4 -0.4 0.3 0.29
H 7.1049 -2.9955 1.1913 0.0 0.1 0.4 0.33
H 4.8922 -3.3219 2.7053 -0.6 -0.8 -0.3 0.44
H 3.6906 -2.0577 2.3689 0.0 0.0 -0.7 0.07
H 6.6633 -1.7825 3.0349 0.1 -0.8 0.3 0.28
H 5.2751 -1.6453 4.1555 0.0 -0.2 0.1 0.27
H 5.9722 -0.0994 1.8598 -0.2 0.6 -0.5 0.20
H 6.1925 0.3826 4.6075 -0.1 0.8 0.4 0.09
H 5.8684 1.8112 3.4724 0.2 0.1 0.4 0.31
H 8.3520 -0.1564 3.4055 -0.3 -0.3 0.6 0.36
H 8.2951 1.5330 3.9345 0.4 0.3 -0.3 0.45
H 9.5513 2.4632 2.0131 0.3 0.0 0.1 0.30
H 9.7328 1.3413 0.6307 -0.7 0.4 -0.3 0.26
H 10.1223 0.7510 2.1230 0.0 0.0 0.8 0.33
C -6.6399 1.7084 -2.4242 -0.5 -1.3 -1.0 -0.85
O -6.8093 0.7804 -3.5485 1.0 0.0 -0.2 -0.20
C -6.9373 1.3071 -4.8979 0.5 0.8 -0.1 -0.85
C -6.4876 0.3791 -6.0682 -0.6 -0.4 2.0 0.24
N -7.1523 -0.8939 -5.9864 -1.2 -0.8 -1.2 -0.01
C -8.5124 -1.0007 -6.6041 1.4 -0.9 0.3 -0.86
C -8.4781 -1.2253 -8.1181 -2.5 1.2 0.6 -0.13
O -9.9217 -1.0899 -8.4170 1.4 -1.9 3.5 -0.37
C -10.3031 -1.2712 -9.6940 -0.1 1.9 -2.7 -0.78
H -7.1026 2.6719 -2.6377 0.2 0.1 0.0 0.48
H -5.6086 1.7700 -2.0766 0.3 0.3 -0.6 0.18
H -7.1412 1.2191 -1.5891 -0.4 0.2 -0.1 0.25
H -6.2372 2.1018 -5.1554 -0.2 1.0 1.0 0.39
H -7.9763 1.6363 -4.9118 0.0 0.2 -0.8 0.36
H -5.4184 0.2236 -5.9238 0.2 0.0 0.0 -0.42
H -6.5635 0.8527 -7.0470 -0.5 0.2 0.1 0.11
H -7.2232 -1.1243 -5.0056 0.0 -0.2 0.1 0.19
H -9.2278 -0.2167 -6.3559 0.2 0.4 -0.1 0.31
H -8.9377 -1.9316 -6.2291 -0.1 0.1 0.3 0.37
H -8.1042 -2.2206 -8.3580 0.1 0.2 -0.3 0.33
H -8.0317 -0.3861 -8.6517 0.7 -0.3 -0.2 0.25
H -10.3864 -0.2161 -9.9550 0.0 0.2 -1.8 0.27
H -11.2956 -1.6470 -9.9426 -0.1 -0.7 1.0 0.27
H -9.5863 -1.7833 -10.3360 0.2 -0.1 0.0 0.31
C -1.1519 -0.5567 -3.3134 -1.8 -0.2 1.5 1.20
O -1.5369 -0.2885 -1.9332 0.4 0.2 0.0 -0.19
C -0.4160 -0.2637 -1.0184 -1.4 1.5 -0.4 0.47
C -0.9451 0.2221 0.3597 0.9 -0.5 1.3 -0.85
N 0.0622 0.1725 1.4720 -0.3 -1.5 -1.4 0.11
C 1.3036 0.9434 1.3999 -2.1 -1.1 0.6 0.64
C 1.9310 0.9043 2.7892 1.1 2.6 -0.1 -0.66
O 1.5007 2.0359 3.6771 0.2 -1.4 0.3 0.15
C 0.2205 1.8235 4.3306 0.3 -1.0 -2.4 -0.64
H -1.2869 -1.6373 -3.3597 0.8 -0.2 -0.8 0.27
H -0.2003 -0.1334 -3.6350 0.1 -0.2 0.2 -0.52
H -1.9733 -0.1190 -3.8806 0.3 0.1 -0.3 -0.95
H 0.1948 0.4575 -1.5613 1.2 -0.1 0.8 0.66
H 0.0057 -1.2624 -0.9048 0.4 0.0 0.0 -0.48
H -1.7221 -0.5037 0.5995 -0.1 0.0 0.2 0.33
H -1.4226 1.1963 0.4644 -0.1 0.3 -1.2 -0.18
H -0.3706 0.1649 2.3845 0.0 0.1 -0.3 0.13
H 1.0424 1.9307 1.0189 0.5 0.7 0.5 -0.73
H 1.9731 0.5204 0.6509 0.2 -0.3 0.1 0.05
H 2.9763 1.1119 2.5603 0.2 0.2 0.6 0.01
H 1.9608 -0.0191 3.3677 -0.7 -0.2 -0.3 0.49
H -0.4750 1.8785 3.4931 -0.7 0.2 0.3 -0.57
H -0.0708 2.5612 5.0784 0.7 -0.1 0.1 0.47
H 0.2115 0.7756 4.6303 -0.3 0.1 0.8 0.57
C 7.1852 -0.5519 9.5842 0.3 -0.5 1.3 -0.69
O 6.2200 -1.4245 9.1257 -1.4 -0.9 -1.3 -0.39
C 5.3296 -0.9330 8.1396 -2.0 -0.1 0.6 0.65
C 3.9917 -1.8060 8.2028 2.5 -0.3 -0.3 -0.68
N 4.4452 -3.2113 7.9682 -0.9 0.8 0.5 -0.16
C 3.3927 -4.1753 8.1985 0.5 -1.3 -0.9 -0.74
C 3.8291 -5.6807 7.9946 -0.4 1.9 -1.2 -0.50
O 5.0440 -6.0460 8.6304 -2.1 -0.5 1.7 -0.29
C 4.9673 -7.4242 9.0370 2.9 -0.5 -0.9 -0.86
H 7.4947 -1.0998 10.4743 0.8 0.3 0.1 0.28
H 6.7580 0.3774 9.9610 0.0 0.4 -0.4 0.21
H 8.0274 -0.4384 8.9017 0.0 0.3 -0.1 0.27
H 5.7278 -0.9346 7.1249 0.3 -0.3 -0.1 0.17
H 5.0764 0.0982 8.3861 -0.1 0.2 0.0 -0.43
H 3.2412 -1.4882 7.4790 0.4 -0.1 -0.6 0.25
H 3.4686 -1.6381 9.1442 0.3 -0.2 0.6 0.32
H 5.3095 -3.4193 8.4475 -0.1 0.1 0.4 0.32
H 2.6696 -3.8945 7.4327 -0.4 -0.6 -0.3 0.29
H 2.7831 -4.2029 9.1017 0.5 0.8 0.9 0.35
H 3.9750 -5.8289 6.9246 0.0 -0.1 -0.3 0.28
H 2.9502 -6.2524 8.2926 0.2 -0.4 0.3 0.38
H 4.1709 -7.9864 9.5246 -1.1 1.2 -0.1 0.34
H 5.8132 -7.6027 9.7009 0.1 0.3 0.1 0.28
H 5.2580 -7.9619 8.1345 -0.3 -0.6 -0.1 0.33
C -3.4124 -5.4286 -3.5909 0.9 1.2 0.0 -0.70
O -3.9053 -4.5935 -2.5309 -0.6 -0.3 -0.4 -0.37
C -3.0063 -4.4033 -1.4928 1.2 -0.9 2.6 0.26
C -3.4325 -3.5680 -0.2368 0.2 1.9 -2.2 -1.29
N -3.4634 -2.0869 -0.5455 -2.7 -2.5 0.7 0.56
C -4.7668 -1.8936 -1.2387 0.1 4.4 0.1 0.04
C -5.9084 -1.3062 -0.3471 1.0 -1.7 -1.0 -0.95
O -6.1876 -2.3664 0.5432 1.6 0.4 0.2 -0.17
C -7.2530 -2.2506 1.3910 -0.9 0.5 0.6 -0.92
H -2.8497 -6.2964 -3.2469 -0.8 -0.6 0.3 0.41
H -2.6323 -4.9119 -4.1501 0.2 0.6 0.0 0.08
H -4.1799 -5.5719 -4.3515 -0.3 -0.5 0.6 0.35
H -1.9894 -4.1926 -1.8238 0.1 0.7 -0.4 0.21
H -2.8233 -5.2993 -0.8996 -0.1 -1.3 -0.6 0.14
H -2.7737 -3.6706 0.6255 0.3 -0.7 -0.3 0.47
H -4.4367 -3.9037 0.0224 0.1 0.2 0.2 0.47
H -2.6933 -1.8095 -1.1371 -0.1 -0.1 -0.3 -0.50
H -5.1547 -2.5558 -2.0127 0.5 -0.5 0.4 0.24
H -4.5631 -0.9145 -1.6722 0.1 0.0 -1.5 0.20
H -6.7570 -0.9627 -0.9388 -0.6 -0.9 -0.5 0.33
H -5.5865 -0.3070 -0.0536 0.6 -0.2 1.8 0.23
H -8.1184 -2.3885 0.7428 -0.8 0.2 0.7 0.34
H -7.2453 -1.3213 1.9606 -0.3 0.7 -0.4 0.31
H -7.2230 -2.9579 2.2199 0.1 -0.7 -0.5 0.26
C 5.3954 -8.3341 -2.0269 0.9 1.4 0.9 -0.69
O 4.9502 -7.5963 -0.8654 -1.4 0.6 -1.1 -0.43
C 4.4493 -6.2618 -1.2772 1.0 -0.9 0.6 -0.35
C 3.3393 -5.8428 -0.3757 0.0 0.4 1.6 -0.87
N 2.6046 -4.6940 -0.9502 -0.8 -0.3 1.8 0.54
C 1.6429 -3.9884 0.0259 1.1 -1.1 -1.3 0.04
C 0.2934 -4.7326 0.0630 -0.4 2.3 -1.3 0.05
O 0.0847 -5.6546 -1.0500 -0.4 -0.8 3.1 -0.27
C -0.5615 -6.8718 -0.5137 1.5 0.8 -1.4 -1.04
H 4.6073 -8.5962 -2.7328 -0.1 0.2 0.1 0.24
H 5.9665 -9.2158 -1.7360 -0.4 0.0 0.3 0.28
H 6.1236 -7.6229 -2.4168 0.1 -0.4 -1.1 0.32
H 4.1224 -6.1691 -2.3128 0.1 -0.6 -0.2 0.52
H 5.2525 -5.5437 -1.1117 0.3 0.0 -0.4 0.13
H 3.8014 -5.5713 0.5734 0.0 0.3 0.2 0.21
H 2.7475 -6.7155 -0.0998 -0.5 -0.1 -0.3 0.17
H 1.9095 -5.2258 -1.4543 -0.2 0.3 -1.0 0.44
H 1.4559 -2.9729 -0.3234 0.4 0.0 -0.2 -1.01
H 2.0099 -3.9109 1.0494 0.5 -0.1 -0.2 0.54
H -0.4303 -3.9570 -0.1873 -0.4 0.2 0.5 -0.48
H 0.1519 -4.9271 1.1261 -0.6 -1.7 -0.3 0.60
H 0.1532 -7.3332 0.1678 -0.1 -0.2 0.1 0.37
H -0.6397 -7.4376 -1.4420 -0.5 -0.5 0.4 0.25
H -1.5076 -6.6874 -0.0048 0.0 0.1 -0.2 0.33
C 4.0659 0.6278 11.5185 -0.4 -0.1 0.6 -0.86
O 4.6038 1.6154 10.7048 1.0 2.4 -0.4 -0.17
C 3.8420 2.8800 10.7650 -0.2 -0.4 -1.9 -0.50
C 4.2451 4.0001 9.6774 0.1 0.2 2.4 -0.94
N 4.5909 3.3829 8.4218 -0.5 0.2 0.3 -0.39
C 3.4104 3.4464 7.5323 0.1 -0.6 0.1 -0.50
C 3.2095 2.1817 6.6634 -0.7 2.0 0.2 0.70
O 2.6765 1.1519 7.4565 1.4 -1.2 -0.2 0.19
C 1.3053 1.0199 7.6431 0.0 0.5 1.3 -0.71
H 4.0613 0.9334 12.5648 -0.1 0.2 0.3 0.38
H 4.6768 -0.2743 11.4851 0.0 0.0 -0.5 0.20
H 3.0352 0.4313 11.2233 -0.2 -0.3 0.0 0.31
H 3.7882 3.3194 11.7610 0.0 -0.3 0.1 0.41
H 2.8976 2.5133 10.3630 -0.8 0.4 0.6 0.29
H 4.9434 4.7086 10.1229 1.0 -0.4 -0.2 0.43
H 3.4090 4.6936 9.5878 -0.6 -0.4 0.0 0.41
H 4.6706 2.4659 8.8377 0.4 -1.1 -1.4 0.11
H 3.3706 4.3773 6.9666 0.7 -0.1 -0.5 0.40
H 2.5252 3.5930 8.1512 -0.5 -0.5 0.1 0.30
H 4.1255 1.8888 6.1503 0.2 -0.4 0.4 0.12
H 2.5459 2.4947 5.8574 -0.4 -0.3 -0.1 -0.66
H 0.7352 0.8278 6.7341 0.0 0.0 0.2 -0.09
H 0.9341 1.8536 8.2391 -0.5 0.8 -0.6 0.41
H 1.1739 0.2720 8.4251 0.1 -0.8 -0.6 0.31
C -5.9177 1.0702 -11.0745 0.0 0.3 -0.4 -0.71
O -4.5219 1.0900 -11.3430 1.1 -0.4 1.2 -0.45
C -3.7745 0.3537 -10.2834 -0.9 -0.9 -1.4 -0.85
C -3.9410 0.9369 -8.9122 0.2 -0.2 1.2 0.48
N -3.2751 0.2368 -7.8337 -0.1 -0.2 0.2 0.57
C -3.5313 -1.1748 -7.6459 1.0 0.8 -0.9 -0.56
C -2.6640 -1.9294 -6.6348 -0.6 -0.8 -1.3 0.12
O -3.5246 -2.8327 -5.9896 -0.4 -0.9 2.4 -0.41
C -4.2288 -2.3185 -4.8472 -0.3 1.0 -0.8 0.89
H -6.2815 0.1129 -10.7013 0.2 -0.3 0.1 0.26
H -6.4627 1.2701 -11.9971 0.3 0.0 -0.2 0.35
H -6.2374 1.8509 -10.3843 0.2 0.1 0.3 0.25
H -2.7271 0.0964 -10.4410 0.4 1.4 -0.9 0.47
H -4.1351 -0.6632 -10.4384 -0.8 -0.3 0.8 0.41
H -5.0081 0.9507 -8.6904 -0.3 0.4 0.0 -0.58
H -3.5133 1.9383 -8.8639 -0.4 0.2 -0.3 0.28
H -2.5299 0.7130 -7.3458 -0.4 -0.2 0.0 -0.01
H -3.2879 -1.5923 -8.6229 -0.6 -0.8 0.0 0.36
H -4.5574 -1.4106 -7.3637 -0.3 0.2 -0.2 0.32
H -2.0004 -1.3062 -6.0353 -0.2 0.1 0.5 -0.38
H -2.0908 -2.6728 -7.1889 0.8 0.6 -0.1 0.20
H -4.8008 -3.0305 -4.2523 0.8 -0.7 -0.3 0.29
H -5.0231 -1.6574 -5.1938 0.1 0.3 -0.1 -0.89
H -3.5555 -1.7400 -4.2147 0.1 -0.2 0.2 0.03
C 2.3610 5.4076 -8.1554 -0.1 -0.4 1.6 -0.92
O 1.7950 4.2043 -7.6320 0.7 -1.2 -0.5 -0.21
C 1.8036 3.0603 -8.5643 0.3 3.0 -0.4 -0.74
C 0.9089 1.9857 -8.0435 0.1 0.5 1.3 -0.58
N 1.0535 1.7576 -6.5930 -1.0 -1.5 -0.7 0.12
C 2.3387 1.1561 -6.2716 0.2 2.4 0.6 -1.26
C 2.6644 1.3782 -4.7897 0.6 0.8 -1.3 0.23
O 2.7878 2.8735 -4.6646 -0.5 -1.5 0.7 -0.43
C 2.7030 3.3511 -3.3039 0.5 -1.3 -0.7 -0.45
H 2.4360 6.0279 -7.2623 -0.2 0.3 -0.1 0.26
H 1.7056 5.9103 -8.8666 0.2 -0.2 -0.4 0.31
H 3.4067 5.3123 -8.4479 -0.1 -0.3 -0.7 0.35
H 2.7837 2.7149 -8.8934 0.5 0.1 0.7 0.36
H 1.4122 3.5826 -9.4373 -0.4 -0.8 -0.7 0.55
H 1.2054 1.0579 -8.5327 -0.7 -0.1 -0.3 0.45
H -0.0955 2.3651 -8.2313 -0.3 -0.8 -0.2 0.06
H 0.9229 2.6129 -6.0719 0.5 0.2 -0.1 0.19
H 3.0433 1.8361 -6.7506 0.9 -0.3 -0.1 0.42
H 2.5507 0.1647 -6.6719 -0.6 -0.2 0.3 0.55
H 3.6112 0.8479 -4.6880 0.3 0.5 0.7 0.22
H 1.9628 0.8893 -4.1138 -0.4 0.5 0.2 -0.11
H 3.5491 2.9385 -2.7543 0.0 -0.1 0.3 0.28
H 1.7789 2.9708 -2.8686 -0.2 0.3 0.3 0.03
H 2.7993 4.4344 -3.2304 -0.3 0.0 -0.5 0.31
C -0.5479 4.7761 -0.5823 -0.4 0.4 1.0 -0.10
O -1.9601 4.7352 -0.5635 -0.5 -0.1 0.3 -0.29
C -2.6068 4.9397 0.6964 0.3 0.2 0.2 -0.59
C -2.5084 3.7048 1.6153 -0.2 1.3 -1.0 0.44
N -3.1113 3.9125 2.9453 0.0 -1.4 -1.1 0.16
C -4.5569 3.8839 2.8209 -1.0 0.2 0.5 -0.25
C -5.1111 5.2467 3.1872 -1.6 0.5 0.1 -1.18
O -4.2474 6.3058 2.9355 1.0 1.2 0.4 -0.25
C -4.2228 7.2299 4.0077 -0.8 0.7 1.3 -0.80
H -0.2514 4.7815 -1.6312 0.2 -0.1 0.2 -0.08
H -0.0877 3.9868 0.0121 0.0 -0.7 -0.4 -0.02
H -0.2073 5.6554 -0.0355 0.1 0.6 -0.4 0.30
H -3.6577 5.1148 0.4661 0.0 0.1 -0.1 0.18
H -2.2683 5.8080 1.2617 0.5 0.4 -0.4 0.45
H -1.4447 3.4752 1.6777 -0.2 -0.7 0.1 -1.03
H -3.1333 3.0944 0.9633 0.6 -1.5 0.8 0.51
H -2.8773 4.8483 3.2446 0.3 0.1 0.1 0.05
H -5.0858 3.2664 3.5469 0.5 -0.5 0.5 0.43
H -4.9644 3.4375 1.9138 0.6 0.5 -0.6 0.37
H -5.3601 5.1870 4.2466 0.2 0.3 0.3 0.50
H -6.0527 5.5133 2.7072 -0.3 -0.5 -0.2 0.36
H -4.2422 6.7168 4.9692 1.0 -0.4 0.1 0.24
H -5.1185 7.8176 4.2087 -0.9 0.0 -1.2 0.42
H -3.4802 8.0274 3.9840 0.6 -0.8 -0.5 0.29
C -0.5314 5.9098 7.2813 -0.7 2.8 1.2 -0.50
C -1.3665 7.1465 6.8414 -0.4 0.2 -0.3 -0.60
O -1.3265 7.1796 5.4281 0.1 -0.3 0.2 -0.41
O 0.7734 6.0134 6.6755 -1.0 -1.2 0.0 -0.38
H -1.1293 5.0270 7.0545 0.9 -0.3 -0.3 0.33
H -0.4547 6.0930 8.3530 0.2 -0.9 0.3 0.34
H -0.9646 8.0733 7.2510 0.5 0.1 0.1 0.28
H -2.4181 7.1882 7.1250 -0.1 -0.7 0.5 0.38
H -0.6214 6.5298 5.3810 0.6 0.1 -1.8 0.25
H 1.1515 6.8699 6.8879 0.0 0.2 0.1 0.24
C 0.8145 6.6256 2.7575 2.5 -0.6 1.0 -0.49
C 0.8035 5.2328 3.4235 -2.1 1.4 1.0 0.26
O 1.8620 4.4541 3.0491 1.1 0.7 -1.6 -0.79
O 2.0626 7.2468 3.2799 -1.6 -0.2 -0.7 -0.64
H -0.0253 7.2949 2.9442 0.0 -0.3 0.2 0.26
H 0.9593 6.4481 1.6918 -0.2 0.2 -0.2 0.38
H -0.1819 4.8019 3.2461 -0.3 -0.5 -0.5 -0.01
H 0.8779 5.2881 4.5096 -0.4 0.8 0.3 0.48
H 1.6688 3.5654 3.3567 0.4 -1.0 0.0 0.13
H 2.5855 6.4494 3.3912 0.7 0.1 0.1 0.33
C -3.4149 -1.1069 4.8797 1.2 0.5 0.0 -0.81
C -3.6980 0.1097 3.9939 0.7 -0.5 -0.2 0.69
O -3.5809 1.2716 4.7613 -0.5 0.4 1.1 -0.60
O -2.0933 -1.1110 5.5014 -1.0 0.6 -0.8 -0.48
H -3.4591 -2.0203 4.2865 -0.5 0.0 0.3 0.37
H -4.0870 -1.0128 5.7326 -0.7 -0.6 -0.3 0.38
H -4.6921 -0.0339 3.5707 -0.3 0.1 -0.1 0.26
H -2.9908 0.2830 3.1827 0.2 -0.9 -0.4 -0.28
H -3.6789 2.0120 4.1581 0.4 0.5 0.1 0.16
H -2.1703 -0.2662 5.9508 0.8 0.3 0.4 0.24
C -2.6461 2.6508 -4.9648 0.5 -0.8 -1.0 -0.19
C -1.4947 3.2894 -4.2173 -0.3 -2.6 1.9 0.08
O -1.1461 4.4928 -4.7078 -0.6 3.2 -1.4 -0.65
O -2.0899 2.0758 -6.1304 0.2 0.4 -1.2 -0.34
H -3.4783 3.3204 -5.1820 0.2 0.5 -0.1 0.28
H -3.1102 1.7526 -4.5573 0.1 0.3 1.3 -0.09
H -0.5800 2.7113 -4.3489 -0.3 -1.2 0.3 0.23
H -1.8087 3.1925 -3.1780 0.3 0.8 0.6 0.11
H -0.5028 4.9973 -4.2045 0.0 -0.4 0.2 0.37
H -1.2681 2.5393 -6.3078 0.1 -0.1 -0.3 0.05
```
Positions in Å, forces in eV/Å.

Properties
E_LUMO (eV): 0.26
HOMO energy (eV): -7.524
Gap between HOMO and LUMO (Ha): 0.2862



No. 2
C2H6N6 | ωB97M-V/def2-TZVPD

```
14
Properties=species:S:1:pos:R:3:forces:R:3:mulliken_charge:R:1
N 2.6268 0.1036 0.0549 1.8 -1.0 -0.9 -0.69
C 1.3753 0.0505 -0.0729 -0.2 -1.3 0.1 0.36
N 0.6750 -1.1576 -0.1704 1.0 1.2 -0.8 -0.35
N -0.6402 -1.2123 0.3231 -0.7 -0.1 -0.6 -0.20
C -1.3867 -0.0719 0.0967 -2.2 -0.1 -0.5 0.34
N -2.6369 -0.1662 -0.2413 1.4 0.8 0.8 -0.65
N -0.7109 1.1109 0.3641 -0.6 0.8 -0.1 -0.28
N 0.6060 1.1474 -0.2203 0.4 3.6 0.8 -0.21
H 3.0796 -0.8296 -0.2004 -0.8 1.6 0.8 0.24
H 1.1442 -1.7612 0.4221 1.4 -1.6 1.0 0.26
H -0.9529 -1.9617 -0.2602 -1.5 -0.3 0.2 0.33
H -3.0171 0.7956 -0.2339 -0.1 -0.7 -0.2 0.19
H -1.2705 1.9170 0.0156 0.9 -1.0 0.2 0.33
H 1.1084 2.0355 0.1229 -0.9 -2.1 -0.8 0.33
```
Positions in Å, forces in eV/Å.

Properties
Relative energy (zero: lowest compared OMol25 entry of this formula, charge and spin) (eV): 0.9516
E_LUMO (eV): 0.72
HOMO energy (eV): -8.785
Gap between HOMO and LUMO (Ha): 0.3493



Which of these has the lowest HOMO energy?
C2H6N6



The highest gap between HOMO and LUMO belongs to which entry?
C2H6N6



What is the E_LUMO in the second record?
0.72 eV



Which formula does entry 1 have?
C74H189N11O30